Entry 1:
Formula: C9H9IKO7S
Source: OMol25
Level of theory: wB97M-V/def2-TZVPD

Properties
strongest force on any atom	9.9	eV/Å
total charge	+1
electronic energy	-59056.1802	eV

Last column: natural (NBO) charge in e.
Cartesian coordinates (Å):
O (2.770, -2.792, 1.636)  -0.515
C (3.264, -1.722, 0.963)  0.408
I (5.262, -1.691, 0.064)  0.109
C (2.293, -0.404, 0.882)  -0.544
C (1.604, -0.131, -0.578)  -0.100
C (0.367, 0.663, -0.809)  0.005
C (-0.371, 1.302, 0.507)  -0.472
C (-1.816, 2.020, 0.214)  -0.443
C (-2.959, 1.102, 0.997)  -0.588
S (-3.283, -0.451, -0.068)  2.072
O (-4.443, -1.253, 0.632)  -0.885
O (-3.663, -0.062, -1.517)  -0.842
O (-1.919, -1.529, -0.055)  -0.886
C (0.012, 0.686, -2.409)  0.768
O (-0.641, 1.561, -3.180)  -0.457
O (0.701, -0.581, -2.822)  -0.517
C (2.021, -0.543, -2.108)  0.769
O (3.251, -0.761, -2.647)  -0.531
H (1.399, -0.534, 1.657)  0.291
H (2.889, 0.569, 1.211)  0.275
H (0.377, 2.056, 1.044)  0.250
H (-0.553, 0.408, 1.265)  0.237
H (-2.067, 2.169, -0.921)  0.286
H (-1.795, 3.064, 0.792)  0.245
H (-2.588, 0.685, 2.034)  0.257
H (-3.961, 1.740, 1.092)  0.305
H (-2.312, -2.469, 0.018)  0.532
K (6.157, -3.100, 2.107)  0.970

Entry 2:
Formula: C9H9N2P
Source: OMol25
Level of theory: wB97M-V/def2-TZVPD

Properties
strongest force on any atom	6.1	eV/Å
energy above the lowest of the compared OMol25 structures with the same formula, charge and spin	0.0	kJ/mol
total charge	0

Last column: natural (NBO) charge in e.
Cartesian coordinates (Å):
C (3.049, -1.399, 0.264)  -0.211
C (2.657, -0.167, 0.680)  -0.197
C (2.097, -2.188, -0.474)  -0.213
C (1.362, 0.311, 0.604)  -0.189
C (0.833, -1.755, -0.544)  -0.174
C (0.412, -0.521, 0.064)  -0.173
C (-0.887, -0.045, 0.119)  -0.029
C (-1.634, 1.068, 0.013)  0.015
C (-1.329, 2.454, -0.360)  -0.636
N (-3.023, 1.024, 0.086)  -0.263
N (-3.608, -0.136, 0.160)  -0.561
P (-2.849, -1.626, 0.176)  0.445
H (4.000, -1.692, 0.381)  0.208
H (3.404, 0.580, 1.203)  0.209
H (2.259, -3.205, -0.864)  0.223
H (1.262, 1.340, 1.056)  0.226
H (0.029, -2.407, -1.145)  0.223
H (-1.113, 3.152, 0.528)  0.228
H (-2.049, 2.940, -1.067)  0.247
H (-0.282, 2.450, -0.859)  0.211
H (-4.590, -0.179, -0.020)  0.412

Entry 3:
Formula: C9H9N2S
Source: OMol25
Level of theory: wB97M-V/def2-TZVPD

Properties
strongest force on any atom	1.3	eV/Å
SMILES	C=C=C1C=CC(=[NH2+])C=C1SN=C
energy above the lowest of the compared OMol25 structures with the same formula, charge and spin	0.0	kJ/mol
total charge	+1

Last column: natural (NBO) charge in e.
Cartesian coordinates (Å):
C (-2.137, -0.280, 0.484)  -0.055
C (-2.046, 0.950, 1.041)  -0.276
C (0.196, 1.264, 0.102)  -0.340
C (-1.041, -0.800, -0.281)  -0.305
C (-0.876, 1.755, 0.877)  0.332
C (0.104, 0.040, -0.494)  0.077
C (-0.953, -2.065, -0.710)  0.308
C (-0.875, -3.279, -1.097)  -0.446
C (3.813, -0.380, -0.710)  -0.022
N (2.584, -0.154, -0.542)  -0.618
N (-0.817, 2.964, 1.426)  -0.692
S (1.358, -0.630, -1.523)  0.542
H (-3.013, -0.895, 0.617)  0.248
H (-2.860, 1.349, 1.629)  0.239
H (1.082, 1.865, -0.036)  0.251
H (-0.495, -4.072, -0.468)  0.278
H (-1.174, -3.589, -2.089)  0.278
H (4.259, -0.908, -1.548)  0.168
H (4.480, -0.014, 0.058)  0.193
H (-1.590, 3.336, 1.956)  0.420
H (0.000, 3.543, 1.308)  0.420

Entry 4:
Formula: C9H9N3O2
Source: OMol25
Level of theory: wB97M-V/def2-TZVPD

Properties
strongest force on any atom	6.2	eV/Å
SMILES	O=c1cc[nH]c(=O)[nH]1.c1ccncc1
energy above the lowest of the compared OMol25 structures with the same formula, charge and spin	229.0	kJ/mol
total charge	0

Last column: natural (NBO) charge in e.
Cartesian coordinates (Å):
C (-2.001, -0.580, 0.490)  0.036
C (-2.461, 0.123, -0.530)  -0.271
C (-1.778, -0.093, -1.751)  -0.160
C (-0.771, -1.049, -1.859)  -0.272
C (-0.377, -1.634, -0.652)  0.042
C (1.725, 0.936, -0.634)  0.670
C (2.478, -0.104, 0.157)  -0.423
C (2.093, -0.334, 1.484)  0.094
C (0.259, 1.389, 1.358)  0.802
H (-2.321, -0.385, 1.627)  0.200
H (-3.306, 0.870, -0.412)  0.238
H (-2.126, 0.285, -2.691)  0.215
H (-0.228, -1.075, -2.853)  0.236
H (0.580, -2.175, -0.615)  0.190
H (0.247, 2.392, -0.394)  0.431
H (3.056, -0.884, -0.392)  0.247
H (2.535, -1.095, 2.062)  0.213
H (0.589, -0.161, 2.974)  0.444
N (-1.009, -1.430, 0.472)  -0.458
N (0.619, 1.606, 0.091)  -0.658
N (1.085, 0.432, 2.120)  -0.646
O (1.902, 1.123, -1.791)  -0.563
O (-0.787, 1.845, 1.738)  -0.605

Entry 5:
Formula: C9H9N3O2
Source: OMol25
Level of theory: wB97M-V/def2-TZVPD

Properties
strongest force on any atom	6.8	eV/Å
SMILES	O=c1cc[nH]c(=O)[nH]1.c1ccncc1
energy above the lowest of the compared OMol25 structures with the same formula, charge and spin	365.5	kJ/mol
total charge	0

Last column: natural (NBO) charge in e.
Cartesian coordinates (Å):
C (-2.715, 1.006, 0.034)  0.636
C (-2.807, -0.115, -0.878)  -0.390
C (-2.050, -1.157, -0.969)  0.059
C (-1.103, -0.574, 1.147)  0.808
C (3.492, 0.730, 0.067)  0.028
C (3.113, -0.618, -0.158)  -0.251
C (1.685, -0.840, -0.250)  -0.162
C (0.807, 0.262, -0.245)  -0.283
C (1.350, 1.545, 0.011)  0.045
H (-1.712, 1.453, 1.828)  0.440
H (-3.470, -0.006, -1.682)  0.240
H (-1.887, -1.989, -1.614)  0.233
H (-0.677, -2.275, 0.379)  0.456
H (4.511, 1.084, 0.095)  0.197
H (3.850, -1.405, -0.236)  0.224
H (1.380, -1.838, -0.342)  0.197
H (-0.214, 0.101, -0.628)  0.225
H (0.704, 2.433, -0.057)  0.193
N (-2.086, 0.589, 1.214)  -0.655
N (-1.137, -1.323, -0.001)  -0.658
N (2.631, 1.759, 0.159)  -0.419
O (-3.263, 2.087, -0.007)  -0.559
O (-0.402, -0.911, 2.133)  -0.603

Entry 6:
Formula: C9H9N3O2S
Source: OMol25
Level of theory: wB97M-V/def2-TZVPD

Properties
strongest force on any atom	4.7	eV/Å
SMILES	O=C(O)[C@@]1(S)NN=CN1c1ccccc1
energy above the lowest of the compared OMol25 structures with the same formula, charge and spin	198.1	kJ/mol
total charge	0

Last column: natural (NBO) charge in e.
Cartesian coordinates (Å):
C (2.827, 0.957, -1.748)  -0.231
C (1.449, 1.271, -1.834)  -0.189
C (3.198, 0.041, -0.826)  -0.192
C (0.557, 0.908, -0.877)  -0.227
C (2.244, -0.484, 0.072)  -0.251
C (0.913, -0.102, 0.026)  0.181
C (-0.126, -1.448, 1.877)  0.161
C (-2.181, -0.477, -0.761)  0.743
C (-1.580, -0.239, 0.607)  0.155
N (-1.262, -1.812, 2.319)  -0.225
N (-0.236, -0.609, 0.747)  -0.444
N (-2.205, -1.168, 1.663)  -0.426
O (-1.721, -1.326, -1.487)  -0.513
O (-3.281, 0.281, -1.059)  -0.698
S (-1.923, 1.640, 1.184)  -0.212
H (3.670, 1.324, -2.376)  0.225
H (1.222, 2.082, -2.582)  0.218
H (4.150, -0.390, -0.583)  0.220
H (-0.499, 1.351, -0.936)  0.220
H (2.469, -1.162, 0.811)  0.204
H (0.749, -1.731, 2.311)  0.205
H (-3.150, -1.409, 1.544)  0.404
H (-3.567, 1.024, -0.592)  0.517
H (-1.716, 1.478, 2.498)  0.154

Entry 7:
Formula: C9H9N3S
Source: OMol25
Level of theory: wB97M-V/def2-TZVPD

Properties
2S+1	3
strongest force on any atom	2.0	eV/Å
energy above the lowest of the compared OMol25 structures with the same formula, charge and spin	0.0	kJ/mol
total charge	0
expectation value of S²	2.0167

Last column: natural (NBO) charge in e.
Cartesian coordinates (Å):
C (0.515, 2.236, -2.457)  -0.214
C (1.257, 1.046, -2.479)  -0.218
C (-0.341, 2.522, -1.423)  -0.193
C (1.129, 0.092, -1.494)  -0.250
C (-0.484, 1.573, -0.410)  0.088
C (0.226, 0.337, -0.456)  0.114
C (-1.087, 0.476, 1.312)  0.171
C (-1.832, -1.120, 3.533)  -0.675
C (0.897, -2.430, 0.302)  -0.474
N (-1.266, 1.627, 0.686)  -0.426
N (-0.176, -0.373, 0.659)  -0.199
N (0.113, -1.564, 1.113)  -0.161
S (-2.067, 0.307, 2.713)  0.481
H (0.626, 2.938, -3.270)  0.216
H (1.950, 0.867, -3.289)  0.216
H (-0.903, 3.438, -1.372)  0.226
H (1.726, -0.803, -1.546)  0.218
H (-2.462, -1.283, 4.381)  0.217
H (-1.125, -1.851, 3.192)  0.235
H (1.930, -2.082, 0.187)  0.204
H (0.915, -3.392, 0.812)  0.220
H (0.458, -2.561, -0.695)  0.206

Entry 8:
Formula: C9H9N4PtS2
Source: OMol25
Level of theory: wB97M-V/def2-TZVPD

Properties
2S+1	6
strongest force on any atom	7.7	eV/Å
total charge	+2
electronic energy	-40330.1219	eV
expectation value of S²	8.8209

Last column: natural (NBO) charge in e.
Cartesian coordinates (Å):
Pt (11.260, 5.530, 5.031)  0.944
C (13.893, 6.168, 8.543)  -0.652
C (13.294, 5.644, 7.254)  0.209
N (11.948, 6.002, 7.085)  -0.228
N (11.215, 5.528, 8.072)  -0.212
C (10.173, 4.871, 7.967)  0.223
N (9.232, 4.871, 8.928)  -0.667
S (9.659, 4.302, 6.421)  0.377
C (14.072, 5.135, 6.152)  0.086
C (15.302, 4.488, 6.206)  -0.173
C (15.957, 3.958, 5.181)  -0.161
C (15.431, 4.016, 3.986)  -0.189
C (13.980, 4.398, 3.991)  0.125
N (13.370, 5.084, 4.914)  -0.561
H (13.657, 5.176, 9.093)  0.259
H (13.132, 6.805, 8.994)  0.254
H (14.892, 6.427, 8.490)  0.258
H (9.185, 5.595, 9.695)  0.447
H (8.231, 4.743, 8.968)  0.458
H (15.857, 4.446, 7.086)  0.242
H (16.859, 3.612, 5.614)  0.264
H (15.694, 4.375, 2.977)  0.281
H (13.400, 4.790, 3.063)  0.225
S (8.974, 7.907, 4.132)  0.571
C (9.942, 6.766, 4.446)  -0.379

Entry 9:
Formula: C9H9N6
Source: OMol25
Level of theory: wB97M-V/def2-TZVPD

Properties
strongest force on any atom	5.4	eV/Å
energy above the lowest of the compared OMol25 structures with the same formula, charge and spin	17.0	kJ/mol
total charge	-1

Last column: natural (NBO) charge in e.
Cartesian coordinates (Å):
C (1.531, 2.956, 0.272)  -0.053
C (0.891, 1.789, 0.650)  -0.177
C (-0.246, 1.791, -0.078)  0.225
C (-2.495, 0.490, 0.130)  0.185
C (1.098, 0.465, 1.398)  -0.392
C (-0.191, -0.305, 0.976)  -0.201
C (-0.232, -0.732, -0.438)  -0.187
C (-1.088, 0.457, 0.028)  -0.087
C (-0.916, -1.974, -0.813)  -0.629
N (-3.145, 1.606, -0.068)  -0.384
N (0.768, 3.660, -0.560)  -0.312
N (-3.362, -0.543, 0.290)  -0.382
N (-4.413, 1.286, -0.077)  -0.184
N (-4.526, 0.006, 0.149)  -0.159
N (-0.434, 2.951, -0.714)  -0.362
H (2.532, 3.297, 0.533)  0.193
H (1.894, 0.003, 1.034)  0.194
H (1.158, 0.705, 2.418)  0.202
H (-0.574, -0.929, 1.680)  0.211
H (0.615, -0.444, -1.089)  0.200
H (-1.280, -1.731, -1.785)  0.209
H (-1.665, -2.144, -0.014)  0.258
H (-0.182, -2.773, -1.108)  0.191
H (-1.308, 3.327, -1.068)  0.442

Entry 10:
Formula: C9H9NO
Source: OMol25
Level of theory: wB97M-V/def2-TZVPD

Properties
strongest force on any atom	3.8	eV/Å
SMILES	Nc1ccc2c(c1)CCC2=O
energy above the lowest of the compared OMol25 structures with the same formula, charge and spin	142.1	kJ/mol
total charge	0

Last column: natural (NBO) charge in e.
Cartesian coordinates (Å):
C (1.987, -0.135, -0.083)  0.207
C (1.512, -1.458, 0.025)  -0.290
C (0.166, -1.793, -0.270)  -0.103
C (-0.707, -0.685, -0.333)  -0.257
C (-2.167, -0.781, -0.101)  0.582
C (-2.674, 0.676, 0.068)  -0.507
C (-1.437, 1.630, -0.086)  -0.431
C (-0.264, 0.597, -0.164)  0.086
C (1.085, 0.958, -0.213)  -0.290
H (3.764, 0.851, 0.632)  0.396
H (3.796, -0.968, 0.230)  0.388
H (2.192, -2.288, 0.125)  0.204
H (-0.089, -2.923, -0.274)  0.243
H (-3.554, 0.881, -0.586)  0.245
H (-2.914, 0.730, 1.254)  0.235
H (-1.304, 2.396, 0.719)  0.220
H (-1.307, 2.113, -1.019)  0.221
H (1.354, 2.007, -0.093)  0.218
N (3.388, -0.030, 0.045)  -0.815
O (-2.829, -1.777, 0.125)  -0.551

Entry 11:
Formula: C9H9NO3S
Source: OMol25
Level of theory: wB97M-V/def2-TZVPD

Properties
strongest force on any atom	6.4	eV/Å
energy above the lowest of the compared OMol25 structures with the same formula, charge and spin	390.0	kJ/mol
total charge	0

Last column: natural (NBO) charge in e.
Cartesian coordinates (Å):
C (0.804, 1.787, 2.223)  -0.193
C (0.854, 2.830, 1.226)  -0.198
C (0.058, 0.712, 1.948)  -0.220
C (0.143, 2.745, 0.004)  -0.190
C (-0.735, 0.625, 0.798)  -0.018
C (-0.698, 1.653, -0.249)  -0.274
C (-1.521, -0.524, 0.358)  0.046
C (-0.404, -1.622, 0.268)  0.035
C (1.544, -3.015, -2.235)  -0.225
N (0.168, -1.838, -0.815)  -0.139
O (-2.138, -0.242, -0.818)  -0.681
O (-3.138, 2.005, -1.235)  -0.914
O (1.288, -2.678, -0.874)  -0.391
S (-1.951, 1.219, -1.549)  1.545
H (1.566, 1.673, 2.973)  0.227
H (1.215, 3.809, 1.557)  0.222
H (-0.086, -0.147, 2.677)  0.216
H (0.371, 3.419, -0.755)  0.221
H (-2.318, -1.070, 1.012)  0.218
H (0.095, -1.837, 1.194)  0.175
H (2.630, -3.313, -2.330)  0.189
H (1.356, -2.288, -2.850)  0.178
H (0.898, -3.904, -2.527)  0.169

Entry 12:
Formula: C9H9O2P
Source: OMol25
Level of theory: wB97M-V/def2-TZVPD

Properties
strongest force on any atom	3.6	eV/Å
energy above the lowest of the compared OMol25 structures with the same formula, charge and spin	313.1	kJ/mol
total charge	0

Last column: natural (NBO) charge in e.
Cartesian coordinates (Å):
C (-3.078, 1.443, 0.489)  -0.329
C (3.238, 0.445, -0.483)  -0.299
C (-1.713, 1.075, 0.443)  -0.272
C (2.194, -0.300, -1.176)  -0.296
C (-3.685, 0.582, -0.385)  0.111
C (2.603, 1.055, 0.569)  0.087
C (-1.521, 0.105, -0.505)  0.198
C (1.034, -0.065, -0.495)  0.256
C (-0.312, -0.577, -0.931)  -0.297
O (-2.790, -0.204, -1.024)  -0.411
O (1.264, 0.807, 0.532)  -0.425
P (-0.540, -2.491, 0.511)  0.092
H (-3.407, 2.205, 1.137)  0.232
H (4.243, 0.561, -0.630)  0.224
H (-0.876, 1.527, 1.084)  0.247
H (2.174, -1.001, -2.044)  0.231
H (-4.786, 0.475, -0.549)  0.211
H (2.900, 1.556, 1.452)  0.205
H (-0.404, -1.095, -1.869)  0.257
H (-0.747, -1.499, 1.615)  -0.010
H (0.833, -2.752, 1.126)  -0.013